Model P:
21
Properties=species:S:1:pos:R:3 method="wB97M-V/def2-TZVPD" lumo_ha=-0.0048 orbital_gap_ev=8.259 homo_energy_ev=-8.39
N 1.52 0.72 -0.52
N -2.58 0.61 0.00
C 1.20 0.32 0.87
C -0.75 -1.22 0.09
C 0.24 -0.83 1.28
C -1.47 -0.09 -0.61
C 1.99 -0.57 -0.66
H -1.47 -1.91 0.48
H 1.58 -1.31 -1.34
H 2.11 0.21 1.47
H 0.48 3.26 -2.12
H -1.66 -0.30 -1.70
H 1.25 3.10 -2.02
H -2.38 1.14 0.87
H -0.58 0.69 -0.78
H -0.45 -0.59 2.17
H -0.28 -1.83 -0.67
H 0.87 1.25 1.38
H 2.93 -0.90 -0.08
H 0.81 -1.69 1.62
H -3.36 -0.07 0.27

Model Q:
21
Properties=species:S:1:pos:R:3 method="wB97M-V/def2-TZVPD" lumo_ha=0.0366 orbital_gap_ev=9.940 homo_energy_ev=-8.94 smiles=CC(C)[C@@H](N)CN
N 1.55 1.25 0.57
N 0.82 -1.27 2.19
C 0.79 0.04 0.11
C -0.05 -0.52 1.27
C -1.32 1.14 -0.79
C -0.03 0.37 -1.11
C -0.45 -0.84 -2.00
H 1.66 -0.61 -0.06
H 2.10 1.00 1.38
H -0.75 -1.70 -1.40
H -0.48 0.30 1.85
H -0.94 -1.06 0.96
H -1.07 2.03 -0.20
H -1.89 1.43 -1.65
H 0.91 -2.22 1.86
H -1.95 0.63 -0.06
H 0.40 -1.15 -2.61
H 0.92 1.97 0.91
H 0.53 1.00 -1.81
H -1.33 -0.54 -2.58
H 0.57 -1.26 3.15

Model R:
21
Properties=species:S:1:pos:R:3 method="wB97M-V/def2-TZVPD" lumo_ha=0.0386 orbital_gap_ev=9.629 homo_energy_ev=-8.58 smiles=CC(C)NCCN
N -2.54 1.03 -2.03
N 0.08 0.27 -0.14
C 1.00 -0.97 1.82
C 2.58 0.43 0.42
C 1.29 -0.46 0.42
C -1.22 -0.44 -0.51
C -2.05 0.80 -0.59
H -1.60 1.78 -0.62
H 0.34 0.74 -1.01
H 0.57 -0.08 2.32
H -1.99 0.42 -2.73
H 2.66 1.20 1.22
H -1.09 -1.14 -1.27
H 3.13 0.71 -0.61
H 3.24 -0.24 0.94
H 2.04 -1.20 2.34
H -2.92 0.75 0.17
H -3.52 0.59 -2.04
H 0.30 -1.87 1.91
H -1.74 -0.99 0.30
H 1.42 -1.33 -0.31

Model S:
21
Properties=species:S:1:pos:R:3 method="wB97M-V/def2-TZVPD" lumo_ha=0.0376 orbital_gap_ev=9.789 homo_energy_ev=-8.77 smiles="CN=C(C)C.CN"
N -1.19 -1.00 0.29
N 1.41 -0.23 -0.03
C 1.88 -0.82 -1.28
C 0.49 0.72 -0.08
C 0.35 1.56 1.17
C -1.94 -1.41 1.48
C 0.06 1.41 -1.36
H 2.79 -1.40 -1.06
H -0.14 -1.22 0.37
H -0.15 0.68 -2.14
H -1.65 -0.80 2.33
H 0.63 0.97 2.05
H -1.72 -2.46 1.71
H -3.02 -1.32 1.31
H -1.50 -1.51 -0.53
H 1.15 -1.53 -1.70
H -0.82 2.04 -1.18
H -0.67 1.92 1.28
H 2.14 -0.08 -2.04
H 0.87 2.06 -1.71
H 1.03 2.41 1.11

Referenced to the most stable arrangement, the calculated values in eV are model P 5.426; model Q 0.000; model R 2.590; model S 1.101.

Model P:
21
Properties=species:S:1:pos:R:3 method="wB97M-V/def2-TZVPD" lumo_ha=0.0372 orbital_gap_ev=9.267 homo_energy_ev=-8.25 smiles=CC[C@H](N)CNC
N -0.55 1.42 1.47
N 0.44 -1.16 0.59
C 0.39 -0.49 -1.91
C 0.45 0.07 -0.46
C -1.42 1.02 2.53
C -0.74 0.95 0.03
C 1.43 -1.43 -2.32
H 1.37 -1.48 0.25
H -0.31 -1.75 0.29
H 1.08 -2.22 -3.03
H -0.57 -1.05 -1.95
H 2.41 -0.86 -2.41
H 0.33 0.35 -2.61
H 0.40 1.35 1.78
H -1.66 0.33 -0.24
H -0.84 1.94 -0.74
H -2.42 1.52 2.70
H 1.64 -2.16 -1.46
H -1.00 0.87 3.48
H -1.66 -0.07 2.45
H 1.34 0.68 -0.23

Model Q:
21
Properties=species:S:1:pos:R:3 method="wB97M-V/def2-TZVPD" lumo_ha=0.0420 orbital_gap_ev=9.026 homo_energy_ev=-7.88 smiles=CCCCNCN
N 1.17 -0.37 -0.11
N 2.87 0.71 1.12
C 2.02 0.79 -0.05
C -3.05 0.59 -0.14
C -1.14 -1.19 -0.37
C -1.97 -0.28 0.52
C 0.06 -0.53 -1.03
H 2.60 0.84 -0.97
H -3.37 1.39 0.53
H 2.47 1.14 1.92
H -3.91 0.00 -0.45
H -2.60 1.09 -1.00
H 3.83 0.89 0.89
H 1.19 -1.06 0.59
H 1.39 1.69 -0.05
H -1.73 -1.67 -1.15
H -1.38 0.34 1.16
H -0.76 -2.02 0.24
H 0.40 -1.03 -1.94
H -0.27 0.48 -1.28
H -2.50 -0.97 1.19

Model R:
21
Properties=species:S:1:pos:R:3 method="wB97M-V/def2-TZVPD" lumo_ha=-0.1275 orbital_gap_ev=3.172 homo_energy_ev=-6.64
N -2.51 1.26 -0.59
N 1.86 -0.75 0.38
C -2.41 -0.89 0.53
C 2.61 0.46 0.29
C -2.35 0.64 0.67
C 3.64 0.62 -0.84
C -1.20 -1.30 -0.30
H 1.90 1.31 0.17
H -3.09 1.02 1.38
H 3.19 0.85 -1.79
H 3.10 0.60 1.27
H -0.32 -1.24 0.34
H 4.29 1.44 -0.51
H -1.30 0.86 0.97
H -1.26 -2.31 -0.70
H -3.34 -1.13 0.02
H -1.06 -0.58 -1.11
H -2.44 -1.31 1.53
H 1.74 -1.07 -0.60
H -2.68 2.27 -0.44
H 4.28 -0.25 -0.97

Model S:
21
Properties=species:S:1:pos:R:3 method="wB97M-V/def2-TZVPD" lumo_ha=0.0075 orbital_gap_ev=8.363 homo_energy_ev=-8.16
N 2.31 -1.58 -0.06
N -0.17 -0.90 -0.38
C 0.31 0.43 -0.56
C -0.39 1.19 -1.67
C -3.32 -0.36 0.98
C 1.69 0.82 -0.09
C 2.22 -0.36 0.76
H 2.47 -2.33 0.61
H 3.23 -0.03 1.12
H 2.40 0.90 -0.87
H -0.52 0.05 0.31
H -0.84 2.01 -1.27
H -3.11 -1.26 1.54
H -1.09 0.49 -2.08
H -2.40 -0.25 0.44
H 1.39 -1.74 -0.40
H -4.19 -0.41 0.36
H -3.62 0.46 1.59
H 1.60 -0.47 1.61
H 1.66 1.77 0.44
H 0.36 1.56 -2.40

Referenced to the most stable arrangement, the calculated values in eV are model P 1.692; model Q 0.000; model R 6.618; model S 4.065.

Model P:
21
Properties=species:S:1:pos:R:3 method="wB97M-V/def2-TZVPD" lumo_ha=0.0399 orbital_gap_ev=9.256 homo_energy_ev=-8.17 smiles=CNCCCCN
N -0.51 -0.01 2.67
N 0.44 1.22 -1.87
C 0.90 -0.24 -1.71
C 0.87 -0.54 -0.25
C -0.37 -1.25 1.91
C -0.39 -1.09 0.36
C -0.86 1.72 -1.36
H 0.21 -1.97 2.30
H -1.50 0.89 -1.26
H 1.11 0.45 0.27
H -1.34 2.50 -2.00
H 1.14 1.91 -1.78
H 1.93 -0.42 -2.25
H 1.86 -1.09 0.12
H -0.66 2.04 -0.30
H 0.20 -1.00 -2.18
H -0.05 0.76 2.02
H -1.34 -0.45 0.21
H -1.38 -1.73 2.11
H 0.05 0.13 3.53
H -0.67 -2.09 -0.06

Model Q:
21
Properties=species:S:1:pos:R:3 method="wB97M-V/def2-TZVPD" lumo_ha=0.0410 orbital_gap_ev=9.384 homo_energy_ev=-8.27 smiles=CCN[C@@H](C)CN
N -3.01 0.00 0.67
N 0.61 -0.45 0.03
C -0.89 1.26 -0.88
C 3.02 -0.64 -0.02
C 1.81 0.20 -0.42
C -0.60 0.30 0.28
C -1.73 -0.70 0.47
H -0.98 0.67 -1.79
H 3.13 -0.60 1.07
H -3.77 -0.52 0.27
H 1.84 0.29 -1.50
H -1.87 -1.19 -0.50
H -1.52 -1.44 1.23
H -0.54 0.91 1.20
H 0.73 -1.23 0.66
H 3.94 -0.29 -0.49
H -3.25 0.06 1.66
H -1.68 1.96 -0.64
H 2.89 -1.68 -0.31
H 0.00 1.87 -1.01
H 1.87 1.21 0.01

Model R:
21
Properties=species:S:1:pos:R:3 method="wB97M-V/def2-TZVPD" lumo_ha=-0.0289 orbital_gap_ev=7.912 homo_energy_ev=-8.70
N 0.41 -0.13 1.08
N -0.02 0.48 -2.45
C -0.36 0.90 1.69
C -1.59 -0.95 -0.93
C 0.65 0.13 -0.34
C -0.66 0.25 -1.13
C 1.74 -0.14 1.65
H -0.58 0.26 -3.27
H 1.64 -0.12 2.73
H -2.06 -1.25 -1.89
H -1.06 1.29 -0.94
H 1.11 1.11 -0.60
H -0.37 0.75 2.75
H 0.18 1.78 1.62
H 0.06 -1.45 -2.16
H -1.33 1.06 1.22
H -2.45 -0.89 -0.24
H 2.44 0.66 1.34
H 2.16 -1.09 1.30
H 1.20 -0.75 -0.85
H -1.09 -1.90 -0.57

Referenced to the most stable arrangement, the calculated values in eV are model P 1.981; model Q 0.000; model R 5.667.